Record 1
{
  "formula": "C4H13N3",
  "method": "ωB97M-V with the def2-TZVPD basis set",
  "symbols": ["N", "C", "C", "N", "C", "C", "N", "H", "H", "H", "H", "H", "H", "H", "H", "H", "H", "H", "H", "H"],
  "positions_angstrom": [[-1.260, 0.631, -1.203], [-0.290, 0.673, -0.164], [0.016, 1.886, 0.392], [-1.016, 2.845, 0.514], [0.767, -0.394, -0.149], [0.387, -1.848, -0.204], [0.958, -2.860, 0.743], [-1.411, 1.515, -1.775], [-1.232, -0.137, -1.905], [1.103, 2.212, 0.796], [-0.841, 3.632, -0.218], [-1.928, 2.438, 0.266], [-1.002, 3.352, 1.433], [1.324, -0.070, -1.093], [1.571, -0.266, 0.631], [-0.718, -2.028, 0.209], [0.516, -2.255, -1.261], [1.928, -2.774, 0.949], [0.574, -3.710, 0.294], [0.552, -2.840, 1.746]],
  "orbital_gap_ev": 9.56,
  "total_charge": 2,
  "mol_weight_g_mol": 103.17,
  "total_energy_ev": -8810.4533,
  "lumo_energy_ev": -6.900
}

Record 2
{
  "formula": "C17H39Ca2N2O8P",
  "method": "ωB97M-V with the def2-TZVPD basis set",
  "symbols": ["Ca", "Ca", "P", "O", "O", "O", "O", "O", "C", "O", "O", "H", "C", "C", "C", "O", "C", "H", "H", "H", "H", "H", "H", "H", "H", "C", "C", "N", "C", "C", "C", "C", "H", "H", "H", "H", "H", "H", "H", "H", "H", "H", "H", "H", "H", "H", "H", "C", "C", "N", "C", "C", "C", "C", "H", "H", "H", "H", "H", "H", "H", "H", "H", "H", "H", "H", "H", "H", "H"],
  "positions_angstrom": [[0.897, -1.354, -1.429], [0.731, 1.857, 0.394], [2.867, 0.767, -0.941], [2.121, 0.242, -2.249], [4.226, 0.147, -0.884], [1.838, 0.023, 0.087], [2.587, 2.245, -0.602], [-3.031, 0.149, -0.275], [-1.770, 0.536, -0.051], [-0.862, 0.153, -0.844], [-1.508, 1.290, 0.910], [-3.041, -0.287, -1.139], [-2.642, -1.263, -5.139], [-1.590, -0.274, -5.645], [-1.290, 0.560, -4.387], [-2.378, 0.353, -3.489], [-3.389, -0.396, -4.135], [-2.136, -2.128, -4.701], [-3.222, -1.659, -5.974], [-2.015, 0.401, -6.390], [-0.699, -0.770, -6.022], [-1.045, 1.606, -4.580], [-0.363, 0.181, -3.926], [-4.122, 0.246, -4.635], [-3.937, -1.008, -3.414], [0.262, -5.484, 0.362], [0.638, -4.210, -0.363], [-0.015, -2.986, 0.141], [0.425, -2.553, 1.493], [1.910, -2.713, 1.760], [-1.475, -3.074, 0.146], [-2.108, -3.280, -1.211], [0.464, -5.407, 1.433], [0.844, -6.345, 0.025], [-0.783, -5.774, 0.255], [1.716, -4.032, -0.342], [0.432, -4.320, -1.437], [0.202, -1.485, 1.565], [-0.186, -3.062, 2.248], [2.496, -2.044, 1.125], [2.155, -2.434, 2.788], [2.268, -3.742, 1.689], [-1.842, -2.139, 0.582], [-1.848, -3.805, 0.879], [-1.878, -4.258, -1.648], [-1.785, -2.524, -1.934], [-3.195, -3.277, -1.130], [1.672, 1.016, 3.463], [2.182, 2.390, 3.025], [1.169, 3.182, 2.295], [1.827, 4.382, 1.733], [2.274, 5.432, 2.772], [-0.050, 3.444, 3.057], [-1.074, 4.289, 2.328], [0.938, 0.533, 2.813], [1.272, 1.054, 4.477], [2.500, 0.304, 3.473], [2.420, 2.958, 3.932], [3.055, 2.256, 2.390], [2.807, 4.028, 1.420], [1.298, 4.846, 0.906], [3.056, 5.054, 3.429], [2.657, 6.330, 2.285], [1.477, 5.809, 3.423], [0.250, 3.934, 4.001], [-0.552, 2.529, 3.378], [-1.808, 4.692, 3.027], [-1.652, 3.723, 1.595], [-0.638, 5.147, 1.812]],
  "orbital_gap_ev": 7.09,
  "total_charge": 0,
  "mol_weight_g_mol": 510.63,
  "total_energy_ev": -83797.8329,
  "lumo_energy_ev": -0.262
}

Record 3
{
  "formula": "C2H3N2P",
  "method": "ωB97M-V with the def2-TZVPD basis set",
  "symbols": ["C", "C", "N", "N", "P", "H", "H", "H"],
  "positions_angstrom": [[-0.429, -1.340, 0.115], [-0.386, 1.106, 0.249], [0.768, -1.139, -0.046], [-1.340, 0.322, 0.337], [1.363, 0.438, 0.122], [-1.020, -2.221, 0.143], [-0.491, 2.181, 0.334], [1.534, 0.653, -1.255]],
  "orbital_gap_ev": 9.90,
  "total_charge": 0,
  "mol_weight_g_mol": 86.03,
  "total_energy_ev": -14389.1526,
  "lumo_energy_ev": 0.790
}

Record 4
{
  "formula": "C33H57LuN3O4Si",
  "method": "ωB97M-V with the def2-TZVPD basis set",
  "symbols": ["O", "O", "C", "C", "H", "H", "H", "H", "H", "C", "C", "H", "H", "H", "H", "H", "C", "C", "C", "H", "H", "H", "H", "H", "C", "H", "H", "H", "H", "H", "H", "N", "C", "C", "C", "C", "H", "H", "H", "C", "H", "H", "H", "N", "C", "C", "C", "C", "H", "C", "H", "C", "H", "C", "C", "C", "C", "C", "C", "H", "C", "H", "C", "H", "C", "C", "Lu", "H", "H", "H", "H", "H", "H", "H", "H", "H", "H", "H", "H", "H", "C", "Si", "H", "H", "C", "C", "C", "H", "H", "H", "H", "H", "H", "H", "H", "H", "O", "N", "O"],
  "positions_angstrom": [[0.910, -2.449, -2.708], [-2.212, -2.578, -6.150], [2.368, -2.769, -3.069], [3.051, -3.569, -1.997], [2.820, -1.785, -3.224], [2.269, -3.292, -4.020], [3.243, -2.973, -1.100], [4.025, -3.881, -2.385], [2.491, -4.471, -1.727], [-0.118, -3.524, -2.514], [0.020, -4.576, -3.574], [-1.073, -2.998, -2.580], [0.032, -3.884, -1.496], [-0.259, -4.183, -4.561], [-0.694, -5.376, -3.343], [1.012, -5.035, -3.618], [-2.986, -2.108, -5.051], [-1.290, -1.588, -6.593], [-3.858, -3.217, -4.491], [-3.620, -1.267, -5.396], [-2.327, -1.724, -4.245], [-4.228, -3.880, -5.280], [-4.716, -2.778, -3.977], [-3.292, -3.807, -3.759], [-0.833, -1.893, -8.007], [-0.414, -1.586, -5.916], [-1.744, -0.581, -6.552], [-0.258, -2.824, -8.048], [-0.196, -1.079, -8.363], [-1.690, -1.974, -8.681], [0.770, -1.540, -2.272], [1.563, 1.107, 1.165], [1.507, 2.391, 1.565], [0.373, 3.200, 1.382], [-0.954, 2.814, 1.130], [2.723, 2.976, 2.215], [3.608, 2.904, 1.567], [2.955, 2.470, 3.164], [2.537, 4.034, 2.426], [-2.011, 3.885, 1.147], [-2.558, 3.903, 2.101], [-2.741, 3.754, 0.337], [-1.533, 4.864, 1.024], [-1.341, 1.531, 0.950], [2.737, 0.291, 1.397], [3.745, 0.211, 0.416], [3.689, 1.059, -0.817], [4.797, -0.684, 0.610], [5.552, -0.775, -0.173], [4.896, -1.412, 1.795], [5.739, -2.084, 1.949], [3.931, -1.269, 2.792], [4.006, -1.816, 3.733], [2.855, -0.403, 2.615], [1.834, -0.204, 3.693], [-2.672, 1.101, 1.283], [-3.559, 0.710, 0.261], [-3.153, 0.827, -1.177], [-4.808, 0.193, 0.605], [-5.479, -0.122, -0.196], [-5.185, 0.088, 1.943], [-6.163, -0.315, 2.207], [-4.311, 0.502, 2.950], [-4.589, 0.424, 4.002], [-3.056, 1.022, 2.636], [-2.114, 1.443, 3.720], [0.041, 0.050, 0.041], [3.040, 0.617, -1.587], [4.695, 1.136, -1.256], [3.334, 2.082, -0.626], [1.698, 0.855, 3.959], [2.174, -0.726, 4.597], [0.852, -0.619, 3.423], [-4.051, 0.937, -1.805], [-2.627, -0.076, -1.541], [-2.519, 1.702, -1.368], [-1.173, 0.877, 3.689], [-2.584, 1.251, 4.694], [-1.876, 2.515, 3.683], [0.534, 4.267, 1.531], [0.467, 0.355, -2.369], [0.363, 2.065, -3.159], [1.487, 0.062, -2.672], [-0.253, -0.209, -2.990], [1.539, 2.142, -4.635], [0.808, 3.473, -2.017], [-1.364, 2.361, -3.835], [-1.831, 1.426, -4.169], [-1.305, 3.033, -4.703], [-2.019, 2.834, -3.094], [2.563, 1.858, -4.355], [1.571, 3.166, -5.034], [1.210, 1.473, -5.443], [1.649, 3.242, -1.351], [-0.039, 3.781, -1.392], [1.107, 4.344, -2.619], [-0.748, -1.265, 1.831], [-0.351, -2.373, 1.332], [0.292, -2.171, 0.198]],
  "orbital_gap_ev": 7.77,
  "total_charge": 1,
  "mol_weight_g_mol": 762.89,
  "total_energy_ev": -89298.7158,
  "lumo_energy_ev": -2.839
}